{"formula": "C5H8O", "method": "wB97M-V/def2-TZVPD", "gap_ha": 0.4050, "energy_ha": -270.47211, "homo_energy_ev": -9.85, "largest_force_ev_per_a": 1.16, "charge": 0, "de_lowest_kj_mol": 225.2, "smiles": "C[C@H]1C[C@H]2O[C@@H]12", "elements": ["C", "C", "C", "C", "O", "C", "H", "H", "H", "H", "H", "H", "H", "H"], "positions_angstrom": [[-0.3221, -1.7408, -0.0572], [-0.5480, -0.2367, -0.2554], [-0.3323, 0.7835, 0.9538], [0.7133, 1.5332, 0.1237], [1.7204, 0.5879, -0.2057], [0.5341, 0.6158, -1.0026], [0.6766, -1.9343, 0.3246], [-0.4635, -2.3073, -0.9953], [-1.0693, -2.1730, 0.6298], [-1.5405, -0.2600, -0.6978], [0.0924, 0.3114, 1.8424], [-1.1715, 1.4270, 1.2527], [1.0111, 2.5851, 0.1480], [0.6992, 0.8081, -2.0609]], "forces_ev_per_a": [[0.191, -0.055, 0.069], [0.242, 0.079, 0.064], [-0.044, -0.260, 0.115], [-0.225, 0.054, 0.110], [0.099, -0.212, -0.009], [-0.247, -0.367, -0.356], [0.082, -0.180, 0.086], [0.214, 0.426, 0.198], [0.320, 0.351, -0.025], [-0.148, 1.137, -0.140], [-0.051, 0.085, 0.039], [-0.012, -0.438, -0.310], [-0.226, -0.419, -0.005], [-0.196, -0.201, 0.164]], "mulliken_charge": [-1.401, 0.176, -0.711, -0.225, -0.431, -0.230, 0.361, 0.341, 0.327, 0.347, 0.291, 0.280, 0.417, 0.458]}

***

{"formula": "C12H18N4O6S", "method": "wB97M-V/def2-TZVPD", "gap_ha": 0.2508, "energy_ha": -1536.49758, "homo_energy_ev": -8.79, "largest_force_ev_per_a": 8.89, "charge": 0, "de_lowest_kj_mol": 346.9, "smiles": "[H]/N=C(/N)NCCCCN(S)C(=O)O.O=C1C=C(O)C(=O)C=C1O", "elements": ["N", "C", "N", "N", "C", "C", "C", "C", "N", "S", "C", "O", "O", "H", "H", "H", "H", "H", "H", "H", "H", "H", "H", "H", "H", "H", "H", "C", "C", "C", "O", "C", "C", "C", "O", "O", "O", "H", "H", "H", "H"], "positions_angstrom": [[0.0419, -3.0666, 3.8840], [0.2740, -2.8043, 2.5284], [-0.6688, -3.4574, 1.5417], [1.4650, -1.9378, 2.1553], [1.1421, -0.9814, 1.0273], [1.2359, 0.6230, 1.4882], [0.0294, 0.9411, 2.6014], [-1.1097, 1.9794, 2.0437], [-2.5287, 1.4550, 2.0699], [-3.0055, 0.8455, 3.6348], [-2.8253, 0.4892, 0.9454], [-3.5040, 0.9979, -0.1190], [-2.4992, -0.9511, 0.9208], [0.7770, -2.5892, 4.4714], [-0.4264, -3.2502, 0.5462], [-1.6747, -3.2839, 1.7575], [1.8761, -1.4388, 2.9759], [0.0802, -1.1296, 0.5485], [1.9652, -1.1439, 0.1783], [2.2924, 0.7197, 2.0274], [1.1474, 1.3318, 0.5413], [0.5855, 1.5041, 3.4951], [-0.3702, -0.1094, 2.9303], [-0.8864, 2.2774, 0.9103], [-1.0849, 3.0061, 2.6460], [-3.5569, -0.4435, 3.3417], [-3.3750, -1.4211, 0.6850], [0.4310, -0.2903, -4.3332], [0.0722, -0.0005, -3.0810], [0.6511, 1.1675, -2.3611], [0.2879, 1.4199, -1.2176], [1.6560, 1.9810, -3.0633], [2.0171, 1.6889, -4.3142], [1.4179, 0.5376, -5.0434], [1.7565, 0.3051, -6.1990], [2.9629, 2.4475, -4.9792], [-0.8529, -0.7756, -2.4061], [0.0165, -1.1349, -4.8691], [2.0818, 2.8162, -2.5222], [3.0497, 2.0367, -5.8670], [-0.9440, -0.3612, -1.5205]], "forces_ev_per_a": [[1.314, 1.089, -5.184], [-0.463, -0.308, 4.923], [2.218, 2.018, 0.835], [-3.382, -0.572, -1.098], [0.995, 1.707, -1.437], [-0.087, -0.890, 0.490], [1.616, 0.632, -0.173], [1.174, 0.586, -0.655], [0.591, -2.572, -2.242], [-0.778, -1.418, 0.216], [-3.938, 2.866, -5.545], [4.568, -3.595, 6.726], [-2.332, 2.508, 0.705], [-0.943, -0.391, -1.036], [-0.434, -0.100, 1.422], [1.571, -0.051, -0.042], [-0.907, -0.858, -0.875], [2.055, -0.034, 1.157], [-1.872, 0.374, 1.630], [-2.197, 0.059, -1.243], [0.470, -1.679, 2.350], [-1.461, -1.536, -1.684], [0.397, 2.271, -0.339], [-0.549, -0.745, 2.451], [-0.217, -2.382, -1.146], [0.991, 1.700, 0.063], [1.897, 1.275, 0.097], [0.221, 0.097, -0.298], [-1.286, -1.358, 0.495], [0.314, 0.693, 0.419], [-0.179, -0.312, -0.976], [-0.277, -0.107, 0.421], [1.378, 1.372, -0.493], [-0.218, -0.787, -0.889], [-0.048, 0.431, 0.910], [-1.390, -1.505, 0.297], [1.365, 1.469, -0.241], [0.021, 0.067, 0.030], [-0.029, -0.036, -0.036], [-0.040, 0.167, 0.342], [-0.126, -0.145, -0.345]], "mulliken_charge": [-0.646, 0.471, -0.526, -0.227, -0.396, -0.463, -0.076, -0.555, 0.053, -0.183, 0.320, -0.530, -0.279, 0.227, 0.314, 0.243, 0.356, -0.067, 0.149, 0.337, 0.174, 0.261, 0.226, 0.182, 0.276, 0.148, 0.312, -0.711, 0.329, 0.765, -0.470, -1.040, 0.400, 0.925, -0.603, -0.569, -0.582, 0.444, 0.445, 0.347, 0.220]}

***

{"formula": "C20H20CrF4N6O2S", "method": "wB97M-V/def2-TZVPD", "gap_ha": [0.2717, 0.2861], "energy_ha": -3095.28722, "homo_energy_ev": [-7.42, -7.77], "largest_force_ev_per_a": 1.20, "charge": 0, "de_lowest_kj_mol": 54.3, "spin_multiplicity": 5, "elements": ["Cr", "C", "N", "C", "C", "C", "N", "C", "C", "F", "C", "F", "C", "C", "F", "C", "F", "H", "H", "H", "H", "H", "H", "H", "H", "H", "H", "H", "N", "C", "C", "C", "C", "C", "C", "S", "O", "O", "N", "C", "N", "C", "C", "C", "N", "H", "H", "H", "H", "H", "H", "H", "H", "H"], "positions_angstrom": [[-0.2394, -0.7184, 0.8805], [1.4486, -2.4618, 2.4481], [0.7904, -1.1668, 2.7094], [1.8123, -0.1845, 3.1092], [-0.2369, -1.2990, 3.7664], [-1.4990, -1.9405, 3.2193], [-1.8335, -1.1932, 2.0188], [-3.1202, -1.1396, 1.5824], [-3.5288, -0.0352, 0.8082], [-2.6304, 0.9532, 0.5807], [-4.7992, 0.0982, 0.3010], [-5.0895, 1.1865, -0.4336], [-5.7791, -0.8466, 0.5448], [-5.4130, -1.9292, 1.3189], [-6.3147, -2.8879, 1.5801], [-4.1335, -2.0838, 1.8175], [-3.8503, -3.2131, 2.5006], [1.9236, -2.8396, 3.3607], [2.2068, -2.3262, 1.6779], [0.7156, -3.1941, 2.1092], [2.2944, -0.4940, 4.0439], [1.3412, 0.7862, 3.2590], [2.5594, -0.1064, 2.3220], [-0.4834, -0.2890, 4.0962], [0.1756, -1.8534, 4.6183], [-2.2785, -1.8633, 3.9832], [-1.3475, -3.0120, 3.0403], [-6.7800, -0.7414, 0.1555], [4.6696, 4.3034, -3.9682], [4.1237, 3.2342, -3.2754], [4.2279, 3.1671, -1.8823], [3.7253, 2.0809, -1.1956], [3.1144, 1.0447, -1.8893], [3.0104, 1.0945, -3.2709], [3.5123, 2.1822, -3.9604], [2.4357, -0.3115, -1.0037], [2.2461, -1.3848, -1.9461], [3.2520, -0.5436, 0.1633], [1.0154, 0.2009, -0.4374], [-0.0843, 0.2299, -1.2948], [-0.9274, -0.8084, -1.0863], [-2.0342, -0.8487, -1.8053], [-2.4044, 0.1717, -2.6602], [-1.4768, 1.2136, -2.7891], [-0.3062, 1.2090, -2.1522], [4.8088, 5.1502, -3.4434], [4.3153, 4.4609, -4.8963], [4.7146, 3.9715, -1.3437], [3.8107, 2.0255, -0.1185], [2.5428, 0.2743, -3.7982], [3.4395, 2.2187, -5.0408], [-2.6425, -1.7421, -1.7081], [-3.3454, 0.1321, -3.1849], [-1.6546, 2.0687, -3.4305]], "forces_ev_per_a": [[-0.101, -0.622, 1.019], [-0.008, -0.001, 0.001], [0.135, 0.079, -0.078], [0.006, 0.006, -0.004], [0.015, 0.028, 0.025], [-0.019, -0.002, 0.002], [0.010, -0.131, -0.147], [-0.031, 0.058, 0.063], [0.016, 0.037, 0.020], [0.014, -0.040, -0.040], [-0.013, 0.010, -0.009], [0.002, -0.015, 0.006], [0.003, 0.001, 0.000], [0.006, 0.000, 0.002], [-0.005, -0.006, -0.003], [0.002, -0.021, -0.020], [0.008, 0.013, 0.006], [0.009, 0.004, -0.003], [-0.001, -0.003, -0.004], [-0.002, -0.004, 0.006], [-0.002, 0.001, 0.002], [-0.003, 0.001, 0.003], [-0.007, 0.003, 0.004], [0.002, -0.003, 0.009], [0.002, -0.009, -0.005], [-0.011, -0.004, -0.006], [0.013, 0.001, 0.002], [0.000, -0.001, -0.001], [0.035, -0.010, -0.006], [-0.015, -0.004, 0.004], [0.002, -0.002, 0.003], [-0.013, 0.013, -0.005], [0.017, 0.000, 0.016], [0.015, -0.004, -0.001], [0.000, 0.000, 0.001], [0.019, 0.025, 0.006], [-0.024, 0.004, -0.016], [0.021, -0.014, 0.000], [-0.367, 0.180, -0.194], [0.432, -0.189, -0.420], [0.396, 0.463, 0.010], [-0.860, -0.208, -0.345], [0.655, 0.160, 0.062], [0.010, -0.578, 0.181], [-0.198, 0.589, -0.198], [-0.012, 0.006, -0.002], [-0.010, 0.008, 0.002], [0.000, 0.000, -0.001], [0.000, 0.000, 0.001], [0.002, -0.001, 0.000], [0.001, 0.000, -0.001], [-0.102, 0.122, 0.212], [0.032, 0.102, -0.103], [-0.074, -0.041, -0.056]], "lowdin_spin": [3.769, 0.018, 0.008, 0.010, 0.007, 0.008, 0.025, 0.007, 0.005, 0.015, 0.000, 0.000, 0.003, 0.000, 0.000, 0.002, 0.001, 0.001, 0.003, 0.005, 0.001, 0.002, 0.001, 0.001, 0.000, 0.000, 0.001, 0.000, 0.000, 0.000, 0.000, 0.000, 0.000, 0.000, 0.000, 0.009, 0.006, 0.004, 0.027, 0.020, 0.021, 0.007, 0.004, 0.004, 0.005, 0.000, 0.000, 0.000, 0.000, 0.000, 0.000, 0.001, 0.000, 0.000]}